Entry i
10
Properties=species:S:1:pos:R:3 method="wB97M-V/def2-TZVPD" homo_energy_ha=-0.3210 multiplicity=1 smiles=CNSN gap_ev=9.2
C -1.37114 -0.14291 0.45588
N 2.08189 0.63868 0.05647
N -0.41193 -0.86083 -0.48491
S 1.08394 -1.29681 -0.03305
H -2.27301 0.03067 -0.06730
H -1.44708 -0.67537 1.42759
H -0.72851 0.74825 0.44690
H 1.56788 0.79014 -0.78249
H 3.01543 0.38712 -0.19754
H -0.43736 -0.61275 -1.42481

---

Entry ii
10
Properties=species:S:1:pos:R:3 method="wB97M-V/def2-TZVPD" homo_energy_ha=-0.3071 multiplicity=1 gap_ev=8.7
S -6.14372 -1.88985 -3.59986
H -6.04878 -1.06575 -2.62646
N 3.54162 -0.10976 1.40914
C 2.09588 0.36949 1.59206
N 1.70845 1.46154 0.99173
H 3.61499 -0.28493 2.40399
H 3.48986 0.09096 0.39440
H 1.53069 0.04086 2.44571
H 2.18808 2.34860 1.40622
H -5.97707 -0.96116 -4.41692

---

Referenced to the most stable arrangement, the calculated values in hartree are entry i 0.0000; entry ii 0.0820.

---

Entry i
22
Properties=species:S:1:pos:R:3 method="wB97M-V/def2-TZVPD" homo_energy_ha=-0.3229 multiplicity=1 gap_ev=9.1
C 3.15866 -0.61746 0.69544
C 2.58300 -0.37427 -0.79825
C 0.41150 0.36616 -0.25695
C -1.03299 -0.01191 0.12417
C -2.23119 0.98505 -0.03664
C -2.14291 2.60311 0.14404
C -1.67973 -1.30772 -0.06819
H 3.11667 -1.65674 1.13286
H 4.30318 -0.06981 0.73305
H 2.82430 0.06887 1.56709
H 2.42121 1.01533 -0.92357
H 2.90159 -1.10895 -1.74505
H -1.21476 2.95328 0.72221
H -2.06668 3.21110 -0.81668
H -3.16044 2.78328 0.49647
H -0.26330 -3.01296 0.41084
H -1.78283 -3.35505 -0.70383
N -3.36427 0.44668 0.11303
N -1.28324 -2.69928 0.20594
O 1.17183 -0.62577 -0.42250
O 0.76193 1.54466 -0.33126
S -3.43152 -1.13760 -0.24224

---

Entry ii
22
Properties=species:S:1:pos:R:3 method="wB97M-V/def2-TZVPD" homo_energy_ha=-0.3765 multiplicity=1 smiles="CC1=NN=C[C@@H]1S(=O)(=O)C1CC1" gap_ev=10.0
C -1.31996 1.16073 0.43969
C -1.65540 1.45137 -0.96805
C -2.18097 -0.07780 0.58702
C 2.09123 0.95164 -1.50184
C 2.53760 -0.18555 -0.76387
C 1.04070 0.22004 -0.67918
C -2.32117 -0.78657 1.86734
N -2.48081 0.59468 -1.45736
N -2.86212 -0.35256 -0.49060
O 1.13487 2.11545 1.10120
O 0.58306 -0.17979 1.89192
S 0.48587 0.81800 0.82108
H -1.43066 2.03840 1.02698
H -1.24884 2.31089 -1.63369
H 2.23068 1.98839 -1.02282
H 2.14439 0.78502 -2.56588
H 2.70274 -1.19770 -1.25766
H 3.25258 -0.04586 0.02275
H 0.40934 -0.54744 -1.07319
H -2.58113 -0.17706 2.67145
H -2.98212 -1.58703 1.92349
H -1.35598 -1.19181 2.07326

---

Entry iii
22
Properties=species:S:1:pos:R:3 method="wB97M-V/def2-TZVPD" homo_energy_ha=-0.3468 multiplicity=1 smiles="N=S(=N)(O)OCc1ccccc1" gap_ev=10.1
C -0.74947 2.04406 -2.01922
C 0.33017 2.09185 -1.17642
C -1.89548 1.26664 -1.81215
C 0.20192 1.33849 -0.04578
C -1.98731 0.48932 -0.65306
C -0.84113 0.42003 0.11399
C -0.85524 -0.46683 1.53318
N 1.00062 -1.95094 -0.74641
N 2.11764 -2.97558 1.44976
O 2.45896 -0.61433 1.05818
O 0.29371 -1.26907 1.75870
S 1.38096 -1.90682 0.71110
H -0.80444 2.82918 -2.77196
H 1.19445 2.76143 -1.31841
H -2.82198 1.30308 -2.44824
H 1.02888 1.25598 0.73858
H -2.93448 -0.01714 -0.41796
H -0.69812 0.30145 2.25216
H -1.67331 -1.17399 1.53327
H 0.70052 -1.04482 -1.13120
H 1.63207 -3.86384 1.50728
H 2.92108 -0.81814 1.88461

---

Referenced to the most stable arrangement, the calculated values in hartree are entry i 0.0540; entry ii 0.0000; entry iii 0.0075.